Here is 14 unconnected molecules or ions with the total composition C45H90O17 at a distorted geometry from the OMol25 dataset. Energies are from wB97M-V/def2-TZVPD.

Geometry as XYZ:
```
152
Properties=species:S:1:pos:R:3:forces:R:3:mulliken_charge:R:1
C 3.33868 3.47031 -2.92037 0.876 0.287 0.802 -0.75
C 2.95147 4.88795 -2.56231 0.934 -0.867 -0.717 0.74
O 2.01261 5.07021 -1.83611 -0.529 0.699 0.360 -0.51
C 3.81994 6.00461 -3.16487 -2.473 -1.494 -0.307 -1.40
H 4.30377 3.20981 -2.41516 -0.901 0.035 -0.198 0.54
H 3.51492 3.31596 -3.95872 0.246 0.211 -1.057 0.62
H 2.53835 2.81115 -2.65196 -0.199 -0.466 0.569 -0.29
H 3.11974 6.81177 -3.25455 0.097 0.852 -0.175 0.38
H 4.16056 5.64792 -4.12654 0.398 0.249 -0.172 0.34
H 4.58446 6.20522 -2.48516 1.456 0.530 0.910 0.38
C 4.33705 -0.34326 3.89350 0.746 -0.245 0.263 -1.29
C 3.98785 -0.16436 2.42476 1.005 -0.736 0.553 0.80
O 2.89790 -0.48137 1.98773 0.182 0.514 0.346 -0.07
C 5.17245 0.16177 1.54641 -0.245 1.426 -0.977 -0.69
H 4.82923 0.53426 4.36608 -0.408 -0.313 -0.542 0.43
H 5.15169 -1.14670 3.90905 -1.252 0.762 0.134 0.28
H 3.43680 -0.60610 4.46349 0.439 -0.163 -0.065 0.07
H 5.76268 -0.74183 1.36779 -0.223 -0.047 0.036 0.31
H 5.86410 0.94768 1.93276 -0.636 -0.648 0.182 0.42
H 4.77967 0.55641 0.58352 0.404 -0.505 0.473 -0.21
C -4.38637 -3.65182 0.82354 0.514 -1.253 0.932 -0.82
C -2.97471 -4.19593 0.75810 -0.458 0.444 -0.483 1.02
O -2.47849 -4.51833 -0.31162 -0.010 0.039 1.061 -0.61
C -2.27601 -4.17799 2.08541 0.668 -3.055 -0.423 -0.84
H -4.38299 -2.69506 0.36219 -0.094 1.043 -0.286 -0.07
H -4.67723 -3.61685 1.89936 -0.282 0.109 -1.037 0.28
H -4.96984 -4.32688 0.20672 -0.521 0.007 0.154 0.44
H -1.35058 -4.75750 1.97888 0.301 0.818 -0.012 0.14
H -2.76838 -4.76605 2.88277 -0.510 0.499 -0.493 0.49
H -2.19364 -3.18499 2.41164 0.456 1.446 0.595 0.06
C -1.44483 6.47521 -1.65954 1.648 -0.247 -0.252 -1.22
C -2.40752 5.44208 -1.25115 -0.784 0.429 0.153 1.08
O -3.21782 4.99626 -2.01556 -0.615 -0.755 -1.191 -0.58
C -2.52919 5.12569 0.18294 -0.481 0.951 0.506 -0.76
H -1.65128 7.38735 -1.12983 -0.183 0.531 0.203 0.43
H -1.44572 6.64018 -2.73570 -0.078 -0.029 0.083 0.28
H -0.43902 6.16005 -1.32928 -0.150 0.192 -0.219 0.21
H -3.50379 4.69433 0.35445 -0.317 0.223 0.272 0.30
H -2.27788 6.00200 0.77620 -0.562 0.301 0.164 0.41
H -1.84359 4.43761 0.54673 1.552 -1.716 0.245 -0.09
C -3.17931 -2.94621 -3.09715 -0.256 0.268 -0.875 -1.93
C -2.37889 -2.11443 -2.19275 2.335 -0.759 0.520 0.66
O -2.82747 -1.38910 -1.34678 -0.864 0.645 0.421 -0.30
C -0.84377 -2.28249 -2.23270 -0.357 0.652 -1.132 0.31
H -2.76969 -3.95667 -3.02824 -0.412 -0.041 -0.072 0.42
H -3.06219 -2.58451 -4.14230 -0.073 -0.288 0.560 0.31
H -4.21039 -2.83167 -2.78252 -0.263 -0.470 -0.173 0.37
H -0.43384 -2.58438 -3.22628 -0.341 -0.062 0.813 0.59
H -0.49265 -2.91808 -1.41923 -0.193 -0.190 -0.143 -0.17
H -0.50206 -1.26874 -2.04412 0.426 0.046 -0.003 -0.43
C -1.16688 4.44091 -6.11372 0.888 -1.393 -0.671 -1.15
C -0.34814 3.15833 -5.99002 -0.679 -0.049 0.218 0.65
O -0.15352 2.33186 -6.85364 -0.080 0.446 -0.425 -0.60
C 0.07623 2.90717 -4.60310 1.413 0.000 0.920 0.05
H -1.14014 4.76545 -7.12916 -0.314 0.245 -0.807 0.41
H -0.69974 5.19913 -5.50559 -0.460 0.254 0.558 0.32
H -2.16047 4.08279 -5.83186 -0.069 0.724 0.255 0.23
H 0.92871 3.58099 -4.37643 0.035 -0.532 -0.302 0.20
H 0.35118 1.84965 -4.46347 -0.006 0.542 0.170 -0.25
H -0.61826 3.27334 -3.86602 -0.770 -0.285 0.206 0.10
C -4.29665 1.19335 -1.13835 -3.130 0.981 -2.371 0.29
C -3.98182 1.10664 -2.61549 0.441 0.550 -0.524 0.56
O -2.87223 1.42358 -3.02088 -0.929 -0.364 -0.013 -0.30
C -5.04865 0.58101 -3.59727 0.783 0.809 1.064 -1.29
H -3.47266 0.97612 -0.60717 2.890 -0.059 1.852 -0.94
H -5.01939 0.44923 -0.86130 -0.703 -0.322 0.007 0.40
H -4.74163 2.20343 -0.96809 0.554 -0.635 0.126 0.41
H -4.78614 0.82590 -4.60898 0.108 0.162 -0.405 0.32
H -6.07251 0.84663 -3.36057 -0.057 0.228 0.148 0.38
H -4.95011 -0.46563 -3.44287 -0.147 -1.274 -0.114 0.19
C 2.82940 -1.07688 -0.99218 0.019 -2.301 -0.222 0.16
C 3.40807 -0.08150 -1.89326 1.330 1.183 -0.775 0.67
O 4.15958 0.80058 -1.47844 -0.971 -0.745 -0.618 -0.65
C 3.12561 -0.29439 -3.35891 0.026 -0.406 -0.816 -1.16
H 2.39538 -0.61190 -0.15437 -0.484 0.452 1.086 -0.56
H 3.59916 -1.78665 -0.61582 -0.039 0.759 -0.094 0.61
H 2.11940 -1.75793 -1.48242 -0.113 0.467 -0.059 0.27
H 3.59100 0.44805 -4.04375 0.141 -0.738 0.617 0.33
H 2.06793 -0.30767 -3.63616 -0.224 0.175 0.526 0.02
H 3.37098 -1.37308 -3.57538 0.279 1.090 -0.082 0.41
C 1.01299 2.57989 3.84821 0.049 0.912 -1.035 -0.90
C 2.04571 2.96438 2.78620 -0.349 -0.645 -1.208 0.58
O 3.07931 3.51521 3.06112 0.279 0.065 0.534 -0.63
C 1.71135 2.67445 1.31568 0.017 -0.286 0.696 0.72
H 0.09852 2.13939 3.42633 0.314 0.143 0.178 0.00
H 0.82059 3.55838 4.28657 -0.494 -0.055 0.295 0.44
H 1.44382 1.97448 4.61624 0.333 -0.523 0.391 0.30
H 2.49280 3.02275 0.64839 0.060 0.126 0.059 0.29
H 0.75602 3.11002 1.05237 -0.263 0.294 -0.063 -0.04
H 1.58392 1.59757 1.18330 0.208 0.066 0.120 -0.85
C -0.48145 -0.26533 0.79913 -0.213 -0.991 1.162 1.47
C -1.00329 0.98959 0.30683 -1.142 1.691 -1.956 1.35
O -1.84472 1.72132 0.78769 0.049 -0.290 1.064 -0.67
C -0.44874 1.38426 -1.04408 0.366 1.697 0.523 0.53
H 0.51625 0.06196 1.07812 0.435 -0.809 0.386 -0.60
H -0.43457 -0.96514 -0.02036 0.315 -0.149 -0.202 -0.74
H -1.03459 -0.75152 1.61770 0.260 0.537 -0.049 -0.76
H -1.04622 0.91037 -1.79687 -0.158 -0.415 -0.534 -0.45
H 0.60260 1.15929 -1.10468 0.481 -0.473 -0.323 -0.09
H -0.53549 2.48684 -1.21297 -0.159 -0.853 0.261 -0.04
C -1.13318 -0.66554 -5.77620 -0.788 -1.966 -0.303 0.82
C 0.17210 -1.20465 -6.24229 1.173 -0.183 -0.951 0.78
O 0.94507 -1.73758 -5.46650 -0.377 0.171 -0.246 -0.56
C 0.56392 -1.02894 -7.73053 0.286 -0.356 1.422 -1.31
H -1.57351 -1.41160 -5.08897 0.308 0.559 -0.039 -0.63
H -1.85606 -0.53087 -6.58407 0.257 0.509 0.108 0.47
H -0.85072 0.20940 -5.25552 -0.379 1.219 0.559 -0.59
H 0.14001 -0.15339 -8.16912 -0.564 0.580 -0.204 0.37
H 0.19237 -1.91971 -8.23900 0.229 -0.001 -0.215 0.35
H 1.65175 -0.92140 -7.77830 -0.190 -0.440 -0.118 0.32
O 0.10661 -3.08257 7.63084 0.917 1.768 2.321 -0.57
C -0.61595 -3.59196 6.85975 -0.108 -1.875 -1.857 0.83
O -0.11151 -4.10171 5.70428 0.031 -0.505 0.111 -0.32
C 1.28842 -3.83723 5.45116 0.141 -0.705 -1.110 -0.72
C 1.29560 -2.69995 4.50411 -0.452 2.584 -0.202 0.98
C -2.06759 -3.90964 7.01478 -0.294 0.737 -0.174 -0.98
H 1.71956 -4.66689 4.87476 -0.571 -0.368 0.366 0.28
H 1.90309 -3.73605 6.32341 -0.175 0.268 0.683 0.43
H 0.55607 -2.93596 3.74767 -0.244 0.143 -0.198 -0.68
H 2.21712 -2.50546 3.94476 0.083 -0.171 0.432 -0.07
H 0.94918 -1.71529 4.98056 0.691 -1.379 -0.576 -0.13
H -2.44904 -4.36303 6.09526 -0.271 0.780 0.044 0.16
H -2.58271 -3.01675 7.44413 0.117 -0.734 -0.790 0.26
H -2.18224 -4.68581 7.73706 0.200 -0.550 0.841 0.39
O 5.18024 -3.26398 1.36278 -0.187 -1.020 1.468 -0.59
C 4.84487 -4.20938 2.09266 -0.807 2.571 -4.628 0.84
O 3.60188 -4.68792 2.00151 -0.294 -0.390 -0.025 -0.37
C 2.78618 -4.17098 0.90261 -1.352 0.385 1.371 0.69
C 1.35204 -4.63641 1.19768 -0.818 0.597 0.506 -0.21
C 5.76517 -4.96626 2.87726 -1.561 -1.487 2.894 -1.12
H 3.15854 -4.50966 -0.04453 0.377 -0.347 -0.372 0.60
H 2.81019 -3.08250 0.92474 0.169 -0.053 0.028 -0.67
H 1.24007 -5.71784 1.24227 0.199 -0.094 -0.061 0.44
H 0.56357 -4.26476 0.50378 0.916 -0.157 -0.046 -0.05
H 0.98535 -4.22964 2.17422 0.674 -0.370 -0.621 -0.41
H 6.11935 -5.84244 2.34442 -0.018 -0.053 -0.080 0.29
H 5.09178 -5.30807 3.76532 1.821 0.301 -1.031 0.28
H 6.55222 -4.29642 3.11988 0.833 0.153 0.624 0.35
O -2.41378 -1.20629 3.68007 0.178 0.208 0.732 -0.55
C -2.37535 -0.25039 4.44035 -0.621 -0.455 -1.903 0.64
O -3.09026 0.84594 4.17916 0.832 -0.339 1.043 -0.31
C -4.00170 0.87431 3.06439 -0.933 -1.030 1.241 0.84
C -4.69239 2.17286 3.34150 0.678 1.183 -0.057 -1.39
C -1.53150 -0.17814 5.66290 -0.125 -0.183 -0.695 -0.70
H -4.65075 -0.03776 3.10378 0.398 0.764 0.048 0.31
H -3.45834 0.85842 2.15035 0.496 0.119 -0.703 -0.50
H -5.38659 2.43555 2.57897 -0.475 0.183 -0.969 0.45
H -3.84638 2.95262 3.31599 -1.571 -0.848 0.476 0.24
H -5.31337 2.15868 4.26002 0.900 0.079 -0.198 0.34
H -1.36308 0.82076 5.96797 0.427 1.088 0.067 0.49
H -0.62705 -0.72901 5.45945 0.217 -0.009 0.180 -0.20
H -2.05255 -0.61995 6.47470 -0.511 -0.748 0.750 0.34
```
Forces are in eV/Å.

Summary:
Kohn-Sham gap, hartree: 0.36243
Spin multiplicity: 1
Relative energy (zero: lowest compared OMol25 entry of this formula, charge and spin), eV: 0.000
Highest occupied orbital energy, eV: -9.26

---

Here is C4H6N2O in the gas phase from the OMol25 dataset. Energies are from wB97M-V/def2-TZVPD.

Geometry as XYZ:
```
13
Properties=species:S:1:pos:R:3:forces:R:3:mulliken_charge:R:1
N 0.84224 0.70041 1.64938 0.192 -0.078 0.034 -0.64
C 0.40372 0.27039 0.36698 -0.229 -0.242 -0.029 0.84
C 1.07437 -0.07750 -0.84584 0.089 0.040 -0.055 -0.53
C 0.11513 -0.49403 -1.73428 0.068 0.033 -0.070 -0.59
N -1.10857 -0.47384 -1.09786 0.022 -0.128 0.115 -0.03
C -0.90842 -0.06748 0.19365 0.318 -0.190 -0.142 -0.28
O -1.80112 -0.31907 1.18372 -0.166 0.407 0.176 -0.55
H 0.43418 1.59857 1.88865 0.183 -0.107 -0.059 0.24
H 1.84803 0.76482 1.74269 -0.140 -0.079 -0.061 0.24
H 2.14363 -0.14657 -0.99357 -0.118 0.307 -0.118 0.33
H 0.19059 -0.83037 -2.75867 0.040 0.183 0.149 0.40
H -2.00256 -0.48922 -1.56184 0.111 -0.236 0.138 0.23
H -1.23123 -0.43610 1.96698 -0.368 0.089 -0.079 0.32
```
Forces are in eV/Å.

Summary:
Kohn-Sham gap, hartree: 0.30300
Spin multiplicity: 1
Relative energy (zero: lowest compared OMol25 entry of this formula, charge and spin), eV: 1.221
Highest occupied orbital energy, eV: -7.30
SMILES: Nc1cc[nH]c1O

---

Here is a molecular structure, C26H23Br2IrN5O5S2 at a distorted geometry from the OMol25 dataset. Energies are from wB97M-V/def2-TZVPD.

Geometry as XYZ:
```
64
Properties=species:S:1:pos:R:3:forces:R:3:mulliken_charge:R:1
Ir 0.15201 0.26884 -0.53609 -0.926 -0.047 1.464 2.13
O -0.72516 -4.48620 3.19155 -0.022 -0.010 -0.062 -0.69
S 0.23672 -4.20926 2.16911 -0.003 0.069 0.029 1.10
O 1.62535 -4.14303 2.56716 0.121 -0.017 -0.013 -0.65
N -0.12233 -2.83185 1.33617 0.172 -0.093 -0.007 -0.29
C -0.18173 -3.06867 0.06295 -0.333 -0.498 0.256 1.07
S -0.32275 -1.93820 -1.18521 0.576 0.367 -0.490 -0.77
C -0.14291 -4.52447 -0.32621 0.003 0.217 0.142 0.24
C -0.29915 -5.10999 -1.56822 -0.038 0.000 -0.085 -0.59
C -0.21464 -6.49352 -1.65409 0.010 0.009 0.035 -0.68
C 0.03305 -7.27063 -0.52508 -0.005 0.049 -0.016 -0.43
C 0.19345 -6.67851 0.72168 -0.023 -0.006 0.031 -0.70
C 0.09021 -5.30514 0.78587 -0.029 -0.016 0.040 -0.01
H -0.50396 -4.50099 -2.43813 -0.021 -0.012 0.006 0.42
H -0.35226 -6.97614 -2.61274 -0.005 -0.005 -0.003 0.38
H 0.09103 -8.34716 -0.61862 0.004 -0.011 0.000 0.38
H 0.37946 -7.26843 1.60888 -0.005 -0.010 0.008 0.43
N 2.60381 -1.55932 0.87502 -0.070 -0.010 0.141 -0.32
C 1.85140 -0.87638 1.79001 0.031 -0.241 -0.007 0.42
C 2.10705 -1.07115 3.16170 0.032 0.040 -0.184 -0.94
C 1.33829 -0.43228 4.08833 -0.153 0.102 0.030 -0.32
C 0.31735 0.42711 3.66058 0.091 -0.065 0.089 -0.96
C 0.12749 0.58554 2.31795 0.110 -0.066 0.009 -0.06
N 0.86981 -0.05986 1.39027 0.366 0.050 -0.411 0.19
H 2.90060 -2.46450 1.21487 -0.040 0.014 -0.038 0.44
H 2.21796 -1.58649 -0.05956 -0.055 -0.081 0.102 0.08
H 2.88152 -1.76982 3.44025 0.014 0.005 0.032 0.38
H 1.50823 -0.60353 5.14312 0.000 0.014 0.013 0.40
H -0.31762 0.95584 4.35487 -0.007 -0.010 0.021 0.44
H -0.63387 1.24796 1.93463 -0.025 -0.001 -0.029 0.33
C 2.32130 0.15259 -2.52674 0.274 -0.049 -0.020 -1.61
C 2.02595 0.54709 -1.09671 -0.260 0.332 -0.202 0.83
O 2.81052 1.09401 -0.37689 0.160 -0.175 -0.200 -0.45
H 3.40105 0.05403 -2.65413 -0.023 0.020 0.023 0.47
H 1.97111 0.96855 -3.16007 -0.004 -0.075 -0.044 0.23
H 1.81830 -0.76913 -2.80718 -0.075 0.001 -0.034 0.17
Br -4.06972 -2.97079 -0.71890 0.063 0.024 0.017 -0.83
N -0.73561 1.98429 -3.37829 0.078 0.149 0.015 -0.38
C -1.82876 1.55527 -2.66850 0.161 -0.106 0.109 0.82
C -3.12791 1.91949 -3.02102 -0.090 0.084 -0.064 -0.93
C -4.19347 1.42389 -2.30096 0.037 0.014 -0.047 -0.32
C -3.96898 0.54089 -1.25563 -0.047 -0.058 0.006 -1.06
C -2.67031 0.19210 -0.97922 -0.063 -0.038 -0.026 -0.15
N -1.61812 0.70892 -1.64552 0.450 0.142 -0.572 0.14
H -0.90868 2.81446 -3.92419 -0.006 -0.038 -0.015 0.29
H 0.12901 2.08288 -2.84461 -0.172 0.010 0.060 -0.12
H -3.27751 2.58268 -3.86281 0.005 0.015 0.009 0.35
H -5.20375 1.69838 -2.57545 -0.006 0.020 -0.006 0.41
H -4.76236 0.04252 -0.72054 0.002 -0.026 0.007 0.47
H -2.46900 -0.57740 -0.24109 -0.023 0.020 0.017 0.34
Br -2.19885 3.89659 0.81509 -0.058 0.003 0.024 -0.17
C -0.61096 4.93590 0.85935 0.044 0.070 -0.020 0.18
C -0.66276 6.13739 1.54940 0.010 0.051 0.021 -0.63
C 0.44362 6.97448 1.56412 -0.082 -0.015 0.022 -0.44
C 1.58961 6.62153 0.87039 0.039 -0.085 -0.058 -0.66
C 1.62586 5.42351 0.17320 0.078 0.136 0.071 -0.47
C 0.53939 4.55915 0.17376 -0.109 -0.176 -0.048 0.20
C 0.68446 3.25625 -0.58013 0.060 0.109 0.106 0.74
O 1.24862 3.25955 -1.66915 -0.077 -0.081 -0.245 -0.74
O 0.20584 2.25383 0.04997 -0.134 -0.013 -0.007 -0.65
H -1.57076 6.41407 2.06677 -0.006 0.010 0.002 0.40
H 0.40030 7.90750 2.11097 -0.012 0.005 0.009 0.37
H 2.45060 7.27696 0.86977 0.012 -0.006 -0.003 0.38
H 2.50355 5.12877 -0.38608 0.006 -0.010 -0.009 0.42
```
Forces are in eV/Å.

Summary:
Kohn-Sham gap, hartree: 0.23810
Spin multiplicity: 1
Relative energy (zero: lowest compared OMol25 entry of this formula, charge and spin), eV: 0.158
Highest occupied orbital energy, eV: -4.21
Net charge: -1

---

Look up the relative energy (zero: lowest compared OMol25 entry of this formula, charge and spin) of the third one. 0.158 eV